{"formula": "C30H52Cl4NPSTi", "method": "ωB97M-V/def2-TZVPD", "symbols": ["Ti", "C", "C", "C", "C", "C", "C", "C", "C", "C", "C", "C", "C", "C", "C", "C", "C", "C", "H", "H", "H", "H", "H", "H", "H", "H", "H", "H", "H", "H", "H", "H", "H", "H", "H", "H", "H", "H", "H", "H", "H", "H", "H", "H", "H", "H", "H", "Cl", "C", "C", "C", "C", "C", "Cl", "C", "S", "H", "H", "H", "C", "C", "P", "C", "C", "C", "C", "H", "H", "H", "H", "H", "H", "H", "H", "H", "H", "H", "H", "H", "H", "H", "Cl", "C", "Cl", "H", "H", "N", "H", "H", "H"], "coordinates": [[-0.03019, 0.43084, 0.21921], [-1.37606, 2.37788, 0.77687], [-1.71618, 1.41689, 1.76803], [-0.51577, 1.18480, 2.53021], [0.50962, 1.98184, 1.92435], [-0.03872, 2.79029, 0.90759], [0.50388, 4.10725, 0.38413], [0.10167, 4.33599, -1.07616], [2.00953, 4.26934, 0.59667], [-0.18313, 5.19044, 1.24438], [-0.29050, 0.61979, 3.94029], [1.11559, 0.99260, 4.43822], [-1.24153, 1.32081, 4.92826], [-0.42256, -0.89974, 4.05636], [-3.21144, 1.12122, 1.98355], [-3.78755, 2.37568, 2.68016], [-3.60820, -0.10582, 2.81077], [-3.95981, 0.99889, 0.64319], [-2.07917, 2.82199, 0.09121], [1.51278, 2.08083, 2.30346], [0.28674, 3.45686, -1.68870], [0.64937, 5.17950, -1.49864], [-0.96311, 4.56520, -1.15809], [2.60679, 3.52154, 0.07983], [2.25317, 4.22851, 1.66066], [2.31871, 5.25041, 0.23356], [-1.26863, 5.14874, 1.13944], [0.15249, 6.18057, 0.93066], [0.06523, 5.06458, 2.29951], [1.21721, 2.07276, 4.55123], [1.90736, 0.64799, 3.77775], [1.27732, 0.54155, 5.41797], [-1.14910, 2.40491, 4.83974], [-0.96397, 1.04455, 5.94708], [-2.28664, 1.05835, 4.79437], [0.37320, -1.39486, 3.49814], [-1.38249, -1.27819, 3.71389], [-0.31664, -1.20030, 5.10085], [-3.32378, 2.56034, 3.64616], [-4.86153, 2.25555, 2.83430], [-3.63261, 3.26084, 2.06112], [-3.14740, -0.14697, 3.79104], [-3.41675, -1.05574, 2.30776], [-4.68690, -0.06424, 2.97032], [-3.87844, 1.89648, 0.03152], [-5.01988, 0.84830, 0.85001], [-3.62876, 0.15647, 0.03107], [-1.56723, 1.08562, -1.80567], [-1.85051, -0.28270, -2.87732], [-2.92783, -0.20251, -3.73459], [-3.16367, -1.27433, -4.58159], [-2.32744, -2.37956, -4.54095], [-1.25766, -2.41733, -3.66281], [-0.24567, -3.82213, -3.65136], [-0.97215, -1.35593, -2.78868], [0.40548, -1.37908, -1.72491], [-3.56171, 0.67344, -3.73896], [-3.99681, -1.25110, -5.26994], [-2.49698, -3.22686, -5.19093], [2.29158, -4.08896, 1.84065], [1.35301, -2.98700, 1.35849], [2.11115, -1.37581, 0.84905], [3.27047, -2.04465, -0.43074], [4.04529, -1.12384, -1.36502], [3.26927, -1.00475, 2.22498], [4.01690, 0.31641, 2.06199], [1.71250, -4.96272, 2.13968], [2.87673, -3.77544, 2.70581], [2.97932, -4.40981, 1.05973], [0.61211, -2.78763, 2.13217], [0.80435, -3.32437, 0.47436], [2.68549, -2.75138, -1.02221], [3.97545, -2.64181, 0.15362], [3.40488, -0.75408, -2.16487], [4.85664, -1.68859, -1.82479], [4.48495, -0.26868, -0.85342], [3.98285, -1.82911, 2.29307], [2.69654, -1.03154, 3.15236], [4.83858, 0.21494, 1.35380], [4.44231, 0.64070, 3.01193], [3.36732, 1.11374, 1.69265], [3.65553, 3.04447, -3.01362], [2.22599, 2.04661, -2.88248], [2.08755, 1.40527, -1.20471], [2.30002, 1.17816, -3.52607], [1.33875, 2.63070, -3.08390], [-1.34306, -1.30753, 0.73555], [-1.26413, -1.64118, 1.68735], [-1.06863, -2.05305, 0.10657], [-2.32341, -1.12046, 0.57317]], "forces_ev_per_a": [[-0.3, -0.4, -0.3], [0.2, 0.0, 0.1], [0.2, -0.1, 0.1], [0.0, 0.1, -0.2], [0.0, 0.1, 0.0], [0.0, -0.1, 0.1], [0.0, 0.0, 0.0], [0.0, 0.0, 0.0], [0.1, -0.1, 0.0], [0.0, 0.0, 0.0], [0.0, 0.0, 0.1], [0.0, 0.0, 0.0], [0.0, 0.0, 0.0], [0.0, 0.0, 0.1], [-0.1, 0.1, 0.0], [0.0, 0.0, 0.0], [0.0, -0.1, 0.0], [0.0, 0.0, 0.0], [0.0, 0.0, 0.0], [0.0, 0.0, 0.0], [0.0, 0.0, 0.0], [0.0, 0.0, 0.0], [0.0, 0.0, 0.0], [0.0, 0.1, 0.0], [0.0, 0.0, 0.0], [0.0, 0.0, 0.0], [0.0, 0.0, 0.0], [0.0, 0.0, 0.0], [0.0, 0.0, 0.0], [0.0, 0.0, 0.0], [0.0, 0.0, 0.0], [0.0, 0.0, 0.0], [0.0, 0.0, 0.0], [0.0, 0.0, 0.0], [0.1, 0.1, 0.0], [0.0, 0.0, 0.0], [-0.1, 0.0, 0.0], [0.0, 0.0, 0.0], [0.0, 0.0, 0.0], [0.0, 0.0, 0.0], [0.0, 0.0, 0.0], [0.0, 0.0, 0.0], [0.0, 0.0, 0.0], [0.0, 0.0, 0.0], [0.0, 0.0, 0.0], [0.0, 0.0, 0.0], [0.0, 0.0, 0.0], [0.0, 0.0, -0.1], [0.1, 0.1, 0.1], [-0.1, -0.1, -0.1], [0.0, 0.0, 0.0], [0.0, 0.0, 0.0], [0.0, 0.0, 0.0], [0.0, 0.0, 0.0], [-0.1, -0.1, -0.1], [0.1, 0.3, 0.2], [0.0, 0.0, 0.0], [0.0, 0.0, 0.0], [0.0, 0.0, 0.0], [0.1, 0.0, 0.0], [-0.1, 0.1, -0.1], [-0.1, 0.0, 0.1], [0.0, -0.1, 0.0], [0.0, 0.0, -0.1], [0.0, -0.1, 0.0], [0.0, 0.1, 0.0], [0.0, 0.0, 0.0], [0.0, 0.0, 0.0], [0.0, 0.0, 0.0], [0.0, 0.0, 0.0], [0.0, 0.0, 0.0], [0.0, 0.0, 0.0], [0.0, 0.0, 0.0], [0.0, 0.0, 0.0], [0.0, 0.0, 0.0], [0.0, 0.0, 0.0], [0.0, 0.0, 0.0], [0.0, 0.0, 0.0], [0.0, 0.0, 0.0], [0.0, 0.0, 0.0], [0.0, 0.0, 0.0], [0.0, 0.0, 0.0], [-0.1, -0.3, 0.1], [0.2, 0.3, 0.2], [0.0, 0.0, -0.1], [0.0, 0.0, -0.1], [0.0, 0.2, 0.0], [0.0, 0.0, 0.1], [0.1, -0.2, -0.1], [-0.1, 0.0, 0.0]], "mulliken_charge": [-0.6876, -2.2895, 1.3296, 0.9291, -1.0562, 2.0863, 1.4170, -1.3584, -1.6726, -1.6511, 1.9204, -2.4488, -1.8458, -1.5142, 1.3058, -1.5628, -1.7954, -1.7741, 0.8557, 0.3587, -0.2449, 0.4851, 0.3229, 0.1566, 0.3381, 0.4895, 0.3275, 0.4356, 0.3341, 0.3514, 0.4335, 0.4485, 0.3265, 0.4979, 0.2979, -0.1229, 0.0919, 0.6619, 0.2555, 0.4923, 0.2885, 0.2167, 0.3068, 0.5924, 0.2422, 0.4991, 0.3056, 0.0191, 0.2856, -0.7191, -0.5128, -0.7506, 0.2636, -0.2055, -0.3259, 0.2845, 0.4830, 0.3982, 0.4501, -1.5797, -0.6391, 1.5336, -0.9283, -1.2158, -1.0601, -1.2798, 0.4266, 0.3265, 0.3428, 0.3711, 0.4545, 0.6829, 0.6656, 0.0907, 0.4383, 0.2485, 0.7265, 0.7097, 0.3969, 0.3711, 0.1718, -0.1312, -0.7281, 0.2991, 0.4740, 0.4214, -0.2350, 0.0419, 0.4113, 0.1458], "e_tot_ha": -4658.7402, "s_squared": 0.759, "multiplicity": 2, "charge": 1, "lumo_energy_ev": [-2.4, -2.6], "fmax_ev_per_a": 0.58}

---

{"formula": "C30H52I2N5ORuSSi", "method": "ωB97M-V/def2-TZVPD", "symbols": ["Ru", "C", "N", "C", "C", "N", "N", "C", "N", "N", "H", "H", "H", "H", "H", "H", "H", "H", "H", "H", "H", "O", "S", "C", "C", "C", "C", "C", "C", "C", "C", "C", "C", "C", "C", "C", "C", "H", "H", "H", "H", "H", "H", "H", "H", "H", "H", "H", "H", "H", "H", "C", "C", "C", "C", "Si", "C", "C", "C", "C", "C", "C", "C", "C", "H", "H", "H", "H", "H", "H", "H", "H", "H", "H", "H", "H", "H", "H", "H", "H", "H", "H", "H", "H", "H", "H", "H", "H", "H", "H", "H", "I", "I"], "coordinates": [[0.41999, 0.47251, -0.46441], [-2.79713, -0.61065, -3.77827], [-3.03562, 0.54470, -2.90637], [-4.28458, 1.29661, -3.07202], [-2.09161, 0.93154, -2.05743], [-0.95209, 0.28185, -1.90163], [-2.34643, 2.06131, -1.30641], [-1.42537, 2.82828, -0.62229], [-1.84398, 4.05513, -0.28944], [-0.25001, 2.36544, -0.30933], [-3.57072, -0.63192, -4.53856], [-2.83236, -1.54340, -3.21131], [-1.84654, -0.51073, -4.30497], [-4.93028, 0.73926, -3.74197], [-4.09580, 2.27696, -3.51425], [-4.82246, 1.39010, -2.12633], [-0.84470, -0.49228, -2.54355], [-3.25960, 2.47200, -1.42321], [-2.65143, 4.48243, -0.71270], [-1.28306, 4.64603, 0.30260], [0.33100, 3.05077, 0.15851], [-0.57450, -0.13416, 1.15513], [-2.08204, -0.57372, 1.02746], [-1.99445, -2.26217, 0.41621], [-3.37844, -2.82011, 0.19857], [-4.37040, -2.07917, -0.44178], [-5.62900, -2.62553, -0.64768], [-5.90102, -3.91921, -0.22548], [-4.91377, -4.66332, 0.40554], [-3.65960, -4.11419, 0.62444], [-2.57472, -0.79715, 2.76412], [-1.73424, -1.75301, 3.54901], [-0.55647, -1.32090, 4.14757], [0.21533, -2.20543, 4.88811], [-0.18856, -3.52315, 5.03474], [-1.37095, -3.95488, 4.45446], [-2.14465, -3.07080, 3.71386], [-1.42135, -2.84253, 1.14226], [-1.42382, -2.18208, -0.51449], [-4.16974, -1.06664, -0.77842], [-6.40080, -2.04340, -1.13282], [-6.88108, -4.34630, -0.38576], [-5.12159, -5.67320, 0.73051], [-2.89376, -4.69822, 1.11950], [-3.62183, -1.09912, 2.68265], [-2.54223, 0.22401, 3.14964], [-0.26452, -0.28054, 4.06791], [1.11616, -1.86094, 5.37789], [0.40410, -4.20766, 5.62544], [-1.70310, -4.97374, 4.59853], [-3.08681, -3.39882, 3.29065], [4.73709, 1.58477, -2.36151], [3.41217, 0.90592, -1.98521], [3.42774, -0.51804, -2.56151], [2.21663, 1.63492, -2.63516], [2.94670, 1.08947, -0.16966], [2.68742, -0.50875, 0.85091], [4.20023, -0.91419, 0.79368], [2.34342, -0.38599, 2.34227], [1.90938, -1.63347, 0.14087], [3.25415, 2.72125, 0.71758], [2.33186, 2.91947, 1.94013], [3.10798, 3.94147, -0.21249], [4.72995, 2.65293, 1.19381], [4.84866, 1.55622, -3.44775], [5.58903, 1.05438, -1.93535], [4.79865, 2.62531, -2.05831], [3.64067, -0.44096, -3.62997], [2.46656, -1.02581, -2.46737], [4.20603, -1.14887, -2.13414], [2.25312, 1.51443, -3.72016], [2.15622, 2.70003, -2.41456], [1.23291, 1.18827, -2.36002], [4.82415, -0.23867, 1.37820], [4.60464, -0.99232, -0.21472], [4.27752, -1.90245, 1.25284], [3.05273, 0.26154, 2.85031], [2.43313, -1.37507, 2.79718], [1.34012, -0.02791, 2.53917], [2.51684, -2.13772, -0.60547], [0.95924, -1.39054, -0.41010], [1.57112, -2.36241, 0.87881], [1.30169, 2.58230, 1.78798], [2.30006, 3.98038, 2.19304], [2.70525, 2.40001, 2.81812], [2.09551, 4.07970, -0.59798], [3.78188, 3.91628, -1.06359], [3.35784, 4.83371, 0.36440], [4.88798, 1.87945, 1.94541], [4.97863, 3.60776, 1.66259], [5.43603, 2.50129, 0.37686], [-0.79213, 2.81515, -4.63070], [-0.84816, 4.21696, -6.88289]], "forces_ev_per_a": [[0.6, 0.0, 0.1], [0.0, 0.0, 0.0], [0.0, 0.0, 0.0], [0.0, 0.0, 0.0], [0.0, 0.0, 0.0], [-0.1, -0.1, 0.1], [0.0, 0.0, 0.0], [0.1, -0.1, 0.0], [0.0, 0.0, 0.0], [-0.2, 0.0, 0.0], [0.0, 0.0, 0.0], [0.0, 0.0, 0.0], [0.0, 0.0, 0.0], [0.0, 0.0, 0.0], [0.0, 0.0, 0.0], [0.0, 0.0, 0.0], [0.0, 0.0, 0.0], [0.0, 0.0, 0.0], [0.0, 0.0, 0.0], [0.0, 0.0, 0.0], [0.0, 0.0, 0.0], [0.0, -0.1, 0.0], [0.1, 0.1, 0.0], [0.0, 0.0, 0.0], [0.0, 0.0, 0.0], [0.0, 0.0, 0.0], [0.0, 0.0, 0.0], [0.0, 0.0, 0.0], [0.0, 0.0, 0.0], [0.0, 0.0, 0.0], [0.0, 0.1, 0.0], [0.0, 0.1, -0.1], [0.1, 0.0, 0.1], [0.0, 0.2, -0.1], [0.0, -0.1, 0.0], [-0.1, 0.0, -0.1], [0.0, -0.2, 0.0], [0.0, 0.0, 0.0], [0.0, 0.0, 0.0], [0.0, 0.0, 0.0], [0.0, 0.0, 0.0], [0.0, 0.0, 0.0], [0.0, 0.0, 0.0], [0.0, 0.0, 0.0], [0.0, 0.0, 0.0], [0.0, 0.0, 0.0], [0.0, 0.0, 0.0], [0.0, 0.0, 0.0], [0.0, 0.0, 0.0], [0.0, 0.0, 0.0], [0.0, 0.0, 0.0], [0.0, 0.0, 0.0], [0.0, -0.1, 0.0], [0.0, 0.0, 0.0], [0.0, 0.1, 0.1], [0.0, 0.1, -0.1], [-0.3, 0.0, 0.1], [0.2, 0.2, -0.1], [0.0, 0.0, -0.1], [0.0, 0.1, 0.0], [0.0, 0.0, 0.0], [0.0, -0.1, 0.0], [0.0, 0.0, 0.0], [-0.1, 0.1, 0.0], [0.0, 0.0, 0.0], [0.0, 0.0, 0.0], [0.0, 0.0, 0.0], [0.0, 0.0, 0.0], [0.0, 0.0, 0.0], [0.0, 0.0, 0.0], [0.0, 0.0, -0.1], [0.0, 0.0, 0.0], [0.0, -0.1, 0.0], [0.0, 0.0, 0.0], [0.0, 0.0, 0.0], [0.0, 0.0, 0.0], [0.1, 0.1, 0.0], [0.0, 0.0, 0.0], [-0.1, 0.0, -0.1], [0.0, 0.0, 0.0], [-0.1, -0.1, -0.2], [-0.1, 0.0, 0.0], [0.0, 0.0, 0.0], [0.0, 0.0, 0.0], [0.0, -0.1, 0.0], [-0.1, 0.0, 0.0], [0.0, 0.0, 0.0], [0.0, 0.0, 0.0], [0.0, 0.0, 0.0], [0.0, 0.0, 0.0], [0.0, 0.0, 0.0], [0.0, 0.0, 0.0], [0.0, 0.0, 0.0]], "mulliken_charge": [-0.5954, -1.1550, 0.5862, -1.1953, -0.9526, 0.6483, 0.1870, 0.4631, -0.4214, 0.5226, 0.3847, 0.3675, 0.4191, 0.3618, 0.3904, 0.4356, -0.1181, 0.2450, 0.1929, 0.2139, -0.2992, -0.4663, 0.4478, -0.6124, 0.1427, 0.1746, -0.9382, -0.5448, -0.8137, -0.5309, -1.4305, 0.2597, -0.2990, -0.6752, -0.6238, -0.7680, -0.2278, 0.6110, 0.5632, 0.2859, 0.4507, 0.4259, 0.4493, 0.5346, 0.6258, 0.6958, 0.4786, 0.5100, 0.4514, 0.4584, 0.6303, -1.6375, 2.3883, -1.7452, -1.8675, -0.3148, 2.2003, -1.8005, -2.0850, -1.7652, 2.4954, -1.5160, -1.6957, -1.8061, 0.5186, 0.3859, 0.2993, 0.5619, 0.1800, 0.4057, 0.5643, 0.3573, 0.3038, 0.4855, 0.4414, 0.5274, 0.2480, 0.7173, 0.2192, 0.5655, 0.1092, 0.5488, 0.1912, 0.5246, 0.3719, 0.2644, 0.2933, 0.6470, 0.3897, 0.5468, 0.3677, 0.0970, 0.0707], "e_tot_ha": -2900.4106, "multiplicity": 1, "charge": 3, "lumo_energy_ev": -9.4, "fmax_ev_per_a": 0.57}